15
Properties=species:S:1:pos:R:3:forces:R:3 method="wB97M-V/def2-TZVPD" total_charge=+1 de_lowest_kcal_mol=59.3 gap_ev="8.36 / 3.37" e_lumo_ev="-4.5 / -9.5" s2=0.755 multiplicity=2
H 3.505114 -1.247191 -0.098297 -1.110 1.521 0.159
H -3.787748 -0.022034 -0.466406 0.085 -1.961 0.322
C 2.473864 0.781953 -0.314654 2.720 0.183 2.136
H 2.125116 -1.234461 -1.008464 -1.560 -0.683 -1.021
O 3.248129 1.588396 0.197040 -1.284 -2.380 -0.899
H -2.716545 -1.492938 -0.465479 -0.543 0.001 0.391
C 2.465778 -0.747955 -0.148098 4.022 0.899 -0.928
O 1.507278 1.293922 -1.020029 1.339 3.547 0.060
C -2.236310 0.222988 0.836966 -2.294 -2.335 1.309
H 0.727865 1.045392 -1.398041 -2.599 -2.361 -1.318
N -3.122840 -0.685058 0.026738 0.928 4.505 -0.417
H 2.072455 -0.968424 0.778948 -1.490 -0.741 1.756
H -2.883490 0.793330 1.642121 1.080 -1.685 -0.856
H -1.420665 -0.429821 1.123645 0.223 0.701 0.787
H -1.958002 1.101900 0.314012 0.483 0.789 -1.483